Record 1
Formula: C2H14O5
Source: the Open Molecules 2025 dataset
Level of theory: ωB97M-V/def2-TZVPD

Cartesian coordinates (Å):
C: -3.36250 1.49055 1.54430
C: -4.26244 1.96424 0.65684
H: -2.71506 0.79930 1.19977
H: -3.49029 1.61327 2.63004
H: -4.34376 1.40776 -0.32255
H: -4.77889 2.89249 0.73659
O: -1.08413 -0.63975 0.45655
H: -1.60090 -1.05492 1.26629
H: -1.05399 -1.33330 -0.13579
O: 3.27974 -4.52215 -0.51750
H: 4.13531 -4.85724 -0.81768
H: 3.49961 -3.60042 -0.37421
O: 3.59963 -1.73462 -0.71460
H: 3.06862 -1.86050 -1.42771
H: 3.23967 -0.92966 -0.36213
O: 1.96953 0.05921 0.39881
H: 1.01175 -0.04134 0.29147
H: 2.09887 1.01577 0.45712
O: 0.48281 2.77317 -1.68316
H: -0.43967 2.87027 -1.79626
H: 0.74611 3.68788 -1.48619

For the gap between HOMO and LUMO, the calculation gives 10.222 eV. As for the spin multiplicity: 1. Its total energy is -460.722053 Ha. The calculation puts the energy above the lowest of the compared OMol25 structures with the same formula, charge and spin at 219.2 kJ/mol.

Results of the Löwdin charge analysis, in e, for atoms 1 through 6: -0.06, -0.06, -0.05, 0.06, 0.06, 0.03



Record 2
Formula: C2H14O5
Source: the Open Molecules 2025 dataset
Level of theory: ωB97M-V/def2-TZVPD

Cartesian coordinates (Å):
C: 0.87828 -2.90816 -2.85833
C: 0.64303 -1.72352 -2.29483
H: 0.71824 -3.81667 -2.28559
H: 0.91147 -3.02287 -3.94204
H: 0.57319 -1.76215 -1.20778
H: 0.92516 -0.75359 -2.68447
O: -1.07424 1.74546 0.41957
H: -0.14426 1.94557 0.19484
H: -1.39406 2.65569 0.46416
O: 1.71145 1.71214 0.52223
H: 2.58141 2.11151 0.41526
H: 1.80981 0.78303 0.29626
O: 2.31698 -1.40314 1.34545
H: 1.59389 -1.24463 1.95878
H: 3.09923 -1.03199 1.75888
O: -0.75913 0.64730 3.22638
H: -0.90538 1.35864 3.86011
H: -1.39847 0.89625 2.54914
O: -3.57172 0.88741 -1.50607
H: -3.81030 0.03125 -1.13976
H: -2.60951 0.79118 -1.53355

For the gap between HOMO and LUMO, the calculation gives 10.520 eV. As for the spin multiplicity: 1. Its total energy is -460.746309 Ha. The calculation puts the energy above the lowest of the compared OMol25 structures with the same formula, charge and spin at 155.5 kJ/mol.

Results of the Löwdin charge analysis, in e, for atoms 1 through 6: -0.08, -0.08, 0.05, 0.04, 0.03, 0.04



Record 3
Formula: C2H14O5
Source: the Open Molecules 2025 dataset
Level of theory: ωB97M-V/def2-TZVPD

Cartesian coordinates (Å):
C: -2.04808 0.94474 -2.88084
C: -1.47213 -0.19618 -2.53363
H: -1.54062 1.88943 -3.08109
H: -3.11199 1.02183 -3.13979
H: -0.47907 -0.28583 -2.07919
H: -2.04840 -1.11162 -2.41590
O: 1.63866 1.81558 -0.53971
H: 2.03286 0.93157 -0.57290
H: 1.41027 1.93926 -1.46732
O: 3.05734 -0.50004 0.20209
H: 2.48325 -0.95372 0.83962
H: 3.94779 -0.49691 0.57471
O: -2.57022 -1.12190 1.98537
H: -2.60636 -0.30397 1.46867
H: -1.95494 -0.69563 2.60947
O: 0.98861 -1.83025 2.69524
H: 0.62425 -2.68688 2.39906
H: 0.53382 -1.30014 2.00748
O: 0.11373 0.81282 1.45979
H: 0.01632 1.29695 0.63352
H: 0.98489 0.83088 1.83536

For the gap between HOMO and LUMO, the calculation gives 10.827 eV. As for the spin multiplicity: 1. Its total energy is -460.748418 Ha. The calculation puts the energy above the lowest of the compared OMol25 structures with the same formula, charge and spin at 150.0 kJ/mol.

Results of the Löwdin charge analysis, in e, for atoms 1 through 6: -0.09, -0.08, 0.04, 0.05, 0.04, 0.05



Record 4
Formula: C2H14O7Pd
Source: the Open Molecules 2025 dataset
Level of theory: ωB97M-V/def2-TZVPD

Cartesian coordinates (Å):
Pd: 16.46196 -22.89810 15.72955
O: 18.01000 -22.63851 17.23649
C: 19.22827 -22.69721 16.53817
C: 19.13672 -22.28878 15.03520
O: 18.03316 -22.72378 14.28966
H: 19.62271 -23.73385 16.58791
H: 20.01851 -22.13357 17.05876
H: 20.05816 -22.70372 14.59762
H: 19.23235 -21.19413 14.96058
O: 14.93275 -23.02466 17.43344
H: 13.99052 -23.16646 17.28120
H: 15.02646 -22.87873 18.38324
O: 17.77152 -25.18644 18.28395
H: 17.79567 -24.24349 17.96843
H: 18.39095 -25.20872 19.01776
O: 16.57405 -25.13662 15.89615
H: 16.52156 -25.92037 15.34072
H: 17.08029 -25.40085 16.69842
O: 16.04798 -20.72825 15.56913
H: 16.32741 -20.33081 14.73214
H: 16.03194 -20.00720 16.21032
O: 14.68497 -22.91454 14.22978
H: 14.59415 -23.84021 13.96586
H: 14.01386 -22.44084 13.72390

For the gap between HOMO and LUMO (alpha / beta), the calculation gives 7.174 / 6.997 eV. As for the spin multiplicity: 3. Its total energy is -739.050028 Ha. The calculation puts the energy above the lowest of the compared OMol25 structures with the same formula, charge and spin at 0.0 kJ/mol.

Results of the Löwdin charge analysis, in e, for atoms 1 through 6: 0.99, -0.38, -0.36, -0.39, -0.36, 0.09